(1)
Here is a structure of composition C8H24N2O7P2S4 in a non-equilibrium geometry from the Open Molecules 2025 dataset. Energies are from ωB97M-V/def2-TZVPD.

The energy comes out at -3230.8394 hartree. The value obtained for the highest occupied orbital energy is -8.408 eV. As for the LUMO energy: -0.04 eV.

The geometry in XYZ format:
```
47
Properties=species:S:1:pos:R:3:forces:R:3:lowdin_charge:R:1
C 2.5536 -1.3971 -1.4465 -0.006 -0.082 0.125 -0.04
H 0.3094 1.9944 -0.0095 0.061 0.182 -0.068 0.10
H -1.9716 -0.8769 -2.2525 0.016 -0.036 0.027 0.14
C -0.2860 -2.2539 -0.9986 -0.060 -0.079 -0.068 0.01
H 3.4600 -1.4876 -2.0450 -0.011 0.038 -0.033 0.09
H 3.0827 3.0854 -1.9010 -0.003 0.024 -0.002 0.09
C 0.4494 1.5183 -0.9900 -0.004 -0.134 0.157 -0.20
S 1.9768 1.7182 2.4943 0.216 0.375 -0.161 0.16
H -0.2409 -3.0821 -1.7027 0.051 0.013 -0.051 0.11
H -1.4268 1.2615 -3.1906 0.078 0.019 0.040 0.08
H -1.2873 -2.1603 -0.5854 0.117 0.010 0.030 0.10
H -0.1804 2.0485 -1.7054 -0.050 -0.157 -0.086 0.10
H 1.2754 -2.0186 -3.0626 -0.056 -0.003 0.007 0.13
H 2.4503 -2.3235 -0.8838 -0.010 0.002 -0.011 0.08
O 1.3110 -1.6653 4.7309 -0.356 0.143 -0.148 -0.37
O -2.6388 0.8194 4.8665 0.674 0.029 -0.332 -0.21
C 2.1448 2.6495 -2.2411 0.060 -0.043 0.073 -0.08
H -1.9611 0.1805 5.1434 -0.028 -0.116 0.110 0.06
H 2.6960 -0.5758 -0.7492 -0.015 0.025 -0.035 0.08
C 0.0189 0.0957 -0.6828 0.155 0.414 -0.081 -0.10
H -0.9394 -1.7328 -3.3971 -0.015 -0.029 0.035 0.13
H -1.0096 0.1171 -0.3212 0.305 0.023 -0.072 0.11
H 1.5630 1.1858 5.2230 -0.283 -0.309 0.199 -0.03
S 0.5918 -1.1030 3.6102 0.978 -0.758 0.343 0.32
C 1.3954 -1.1627 -2.3954 0.079 0.015 -0.103 -0.16
N -0.9249 -1.5928 3.7114 -0.202 0.999 -0.211 -0.37
O -2.0529 1.9062 2.5938 0.430 -0.410 0.506 -0.26
P 0.9292 1.0714 3.9795 0.294 0.287 -1.094 0.30
H -1.5629 0.1924 -4.5604 0.029 -0.040 -0.012 0.09
O -3.1359 -2.0504 2.7419 0.437 0.091 0.010 -0.35
S -2.0253 -1.1424 2.6338 -0.565 -0.648 0.081 0.41
H 1.3788 3.4274 -2.2527 0.020 0.026 0.029 0.09
C -1.0214 -0.8359 -2.7834 0.068 0.083 -0.098 -0.15
H -0.2899 1.7504 4.0798 -0.098 -0.196 0.447 -0.07
O 1.1742 -1.2852 2.3013 -0.392 0.031 0.045 -0.41
H 1.5754 -0.2872 -3.0108 0.016 0.079 0.110 0.11
H 0.6507 -0.2778 0.1244 -0.190 0.089 0.104 0.10
C -0.9712 0.3982 -3.6685 -0.106 0.062 0.024 -0.05
H 2.2862 2.2741 -3.2607 -0.046 0.026 -0.017 0.08
N 0.0499 -0.9835 -1.7333 0.017 -0.300 -0.117 -0.25
H 0.4198 -2.3996 -0.1875 -0.057 0.050 0.058 0.10
H -2.4444 2.0206 1.7194 -0.021 0.239 -0.108 0.06
P -2.9106 0.7385 3.2999 -1.442 0.126 -0.190 0.08
H 0.0328 0.6606 -3.9958 0.000 -0.007 -0.004 0.07
O -1.5399 -0.8519 1.2912 -0.190 -0.097 0.818 -0.40
O 1.8059 1.5859 -1.3687 0.002 -0.035 -0.159 -0.20
S -4.7604 0.8463 2.8378 0.104 -0.018 -0.114 0.32
```
Forces are in eV/Å.

(2)
Here is the ion C2H4NOS with charge -1 in a non-equilibrium geometry from the Open Molecules 2025 dataset. Energies are from ωB97M-V/def2-TZVPD.

The energy comes out at -606.6496 hartree. Its charge is -1. The value obtained for the highest occupied orbital energy (alpha / beta) is -2.051 / -1.958 eV. As for the LUMO energy (alpha / beta): 4.14 / 4.13 eV. The energy relative to the best compared isomer or geometry (same formula, charge and spin) comes out at 2.378 eV.

The geometry in XYZ format:
```
9
Properties=species:S:1:pos:R:3:forces:R:3:lowdin_charge:R:1
S 1.5011 -0.7456 -0.5498 0.728 -0.519 -0.912 0.54
C -0.1921 -0.9855 -0.1011 -2.346 -0.563 -0.650 -0.72
H -0.8514 -1.6927 -0.8182 1.466 1.588 0.981 0.07
H -1.1970 0.9124 -0.5801 -0.900 1.297 -1.800 0.00
H -1.1631 0.4297 1.0849 -1.269 0.653 2.443 -0.01
H -0.3609 -1.4451 0.8611 0.588 -0.768 0.384 0.02
N 1.3194 1.0459 0.2989 -1.109 1.682 0.027 -0.40
C -0.6908 0.4356 0.1786 3.297 -1.618 -1.014 -0.20
O 1.6348 2.0453 -0.3744 -0.455 -1.752 0.542 -0.31
```
Forces are in eV/Å.

(3)
Here is a cluster of 9 separate species, C21H64N14O9 in total in a non-equilibrium geometry from the Open Molecules 2025 dataset. Energies are from ωB97M-V/def2-TZVPD.

The energy comes out at -2282.3267 hartree. The value obtained for the highest occupied orbital energy is -8.396 eV. The SMILES is COC[C@H](C)N.COC[C@H](C)N.COC[C@H](C)N.COC[C@H](C)N.NC(N)=O.NC(N)=O.NC(N)=O.NC(N)=O.NC(N)=O. As for the LUMO energy: 0.37 eV. The energy relative to the best compared isomer or geometry (same formula, charge and spin) comes out at 2.214 eV.

The geometry in XYZ format:
```
108
Properties=species:S:1:pos:R:3:forces:R:3:lowdin_charge:R:1
H -2.0301 -1.5008 -3.2968 0.174 0.236 0.069 0.08
C -0.8379 0.6199 0.3114 -0.629 0.445 -0.773 -0.76
H 5.4407 0.3666 0.6492 0.081 -0.089 0.404 0.09
H 9.1985 1.4692 0.0721 -0.226 -0.302 0.013 0.07
C 4.0320 3.4681 -5.1760 -0.935 0.256 0.065 -0.07
H 0.2768 2.8861 -2.9526 -0.701 -0.345 -0.781 0.08
H -8.3048 -2.6845 -3.3351 0.002 0.200 0.067 0.07
N 2.7827 3.1983 3.7035 -0.069 2.254 -0.065 0.18
N 2.8728 1.1445 4.4407 -0.326 -1.995 1.740 0.19
C -0.1487 -0.8732 -3.8625 0.302 0.295 2.772 -0.71
C 2.4839 -2.0912 3.0751 0.022 -0.541 2.636 -0.71
C 5.8782 2.7727 -0.2942 0.202 -0.293 -1.441 -0.21
N 5.2111 1.8264 -3.7948 -0.611 -0.113 -0.117 0.04
H -6.8173 -2.9337 -0.5855 -0.182 -0.375 -0.117 0.12
H 2.8072 -3.4243 1.5827 0.189 -0.101 0.233 0.10
H 3.8550 0.8319 1.3494 0.218 0.220 0.091 0.06
O 0.7775 -0.1336 -3.5321 0.417 -0.143 -1.025 0.01
H -9.2675 -3.2496 -0.0104 0.777 -0.136 -0.016 0.08
H 0.7344 -2.2470 -5.0339 -0.209 0.191 -0.213 0.11
N 2.1056 -1.3324 2.0989 -1.249 3.200 -1.505 0.19
C -1.1116 -3.8496 -0.5443 0.201 -0.826 -0.397 -0.78
H -1.8826 -0.9060 2.7242 0.340 0.054 -0.012 0.03
C -3.4389 -3.4986 4.0205 -0.200 1.165 0.272 -0.04
H 2.3674 1.7606 -3.6143 0.168 -0.124 -0.017 0.10
H -2.2558 0.8235 1.5322 0.034 0.258 1.206 0.10
H -2.3150 -2.9361 -1.8187 -0.321 0.395 0.448 0.09
C -9.2234 -2.1776 -0.2098 -1.197 -0.396 0.131 -0.07
H -2.7590 -4.2116 3.5569 0.002 0.039 0.135 0.08
H -4.3732 -1.2097 -1.1916 -0.212 -0.175 -0.497 0.07
H -10.2836 -2.0163 -0.4176 -0.125 0.643 0.247 0.07
H -4.7870 -2.1095 0.2251 -0.068 -0.037 0.324 0.07
H 4.8784 3.9729 -5.6431 0.406 -0.410 0.192 0.07
O -1.6222 0.4546 -0.6044 -1.371 -0.579 -1.209 0.01
H -4.5840 2.0025 2.8811 -0.162 0.235 0.201 0.09
C 2.8751 2.5593 -3.0731 1.385 1.048 -0.167 -0.16
H -8.9083 -1.6418 0.6844 -0.023 0.116 -0.153 0.08
N -1.2466 0.8589 1.5384 -2.266 0.009 1.722 0.18
O 2.4531 -1.7924 4.2908 0.203 -0.166 -1.205 -0.02
H 0.2416 -3.9954 0.9419 -0.466 -0.205 0.129 0.10
O 1.8584 1.5444 2.4635 -0.930 0.155 0.507 -0.04
C 7.1573 1.9542 -0.7417 0.252 1.159 1.401 -0.40
C 0.8043 3.6120 -3.5749 -0.909 0.762 1.544 -0.13
C 2.3912 1.9504 3.5045 1.043 -0.459 -1.199 -0.67
H 3.3238 -3.9462 3.1410 -0.220 0.125 -0.024 0.12
H 3.0965 2.2605 -2.0468 -0.052 -0.398 0.045 0.10
H -3.1594 -3.2700 5.0507 0.249 -0.558 0.188 0.08
H 6.1328 3.8143 -0.0947 0.223 0.044 -0.275 0.13
N -2.0206 -2.9429 -0.8568 -2.016 0.629 -1.123 0.17
C 4.2591 2.9477 -3.7452 -0.367 0.081 -0.878 -0.41
H -9.8639 -2.6281 -2.8120 0.008 0.315 0.347 0.08
O -3.8127 0.2388 3.2990 0.482 -0.580 0.132 -0.23
H 5.2207 2.6699 -1.1618 0.179 0.625 -0.508 0.09
C -4.7726 1.2186 3.6149 0.116 0.248 -0.840 -0.10
H -1.5525 -1.8485 4.0138 0.722 0.089 -0.037 0.09
H 0.3892 4.5922 -3.3329 -0.539 -0.034 -0.383 0.09
H -5.0312 -1.1655 4.0999 -0.211 -0.065 0.378 0.12
H -8.6071 -0.7797 -1.6921 0.162 0.307 0.193 0.14
H 8.5589 2.3666 -2.1134 0.089 0.291 -0.316 0.08
H 7.7703 1.5999 1.2226 0.602 -0.440 0.288 0.07
H 0.9173 0.9454 1.0426 0.701 0.257 -0.673 0.04
H 3.2635 4.2429 -5.1944 -0.171 -0.023 0.285 0.07
C -4.9599 -1.1520 -0.2703 0.056 -0.787 -1.022 -0.12
N 0.4438 0.6641 0.1959 3.649 -0.198 -0.744 0.21
H -3.8011 -2.2700 2.3171 -0.231 0.397 -0.042 0.12
H 8.5234 3.0121 0.5913 0.056 0.152 -0.214 0.08
C -8.4576 -1.8381 -1.4625 0.731 0.942 0.688 -0.47
O 5.0620 2.4030 0.7607 0.188 -0.917 1.321 -0.17
O -0.7946 -4.8200 -1.1822 0.459 -1.137 -1.549 0.04
C 8.2734 1.9818 0.3324 -1.402 0.445 0.186 -0.06
N -0.1513 -1.8675 -4.7387 1.077 -1.279 -2.531 0.16
H 4.7576 3.7806 -3.2444 -0.516 0.167 0.637 0.12
C 4.6121 1.0762 0.6065 -0.050 -0.514 -0.198 -0.10
N -1.2509 -0.8928 -3.1090 -1.562 0.808 0.576 0.15
H -5.7812 0.8425 3.4347 -0.129 -0.060 0.186 0.09
H 6.8660 0.9151 -0.8973 0.025 0.020 -0.427 0.12
C -3.9574 -0.9680 4.0478 -1.378 -0.101 -0.729 -0.19
H 2.1808 -1.6327 1.1418 -0.191 0.453 0.081 0.11
H -1.2430 -0.2995 -2.2883 -0.478 0.115 0.118 0.05
O 2.0484 3.7189 -2.9703 1.878 -0.149 -0.486 -0.21
N 7.5862 2.6088 -1.9844 -0.283 -0.761 0.195 0.03
H 3.6483 2.6826 -5.8289 0.239 -0.194 -0.056 0.08
H -2.0907 -2.1923 -0.1897 -0.377 0.609 -1.042 0.08
H 0.7354 3.4571 -4.6524 0.396 -0.373 -0.012 0.09
H 2.6058 3.8932 2.9951 0.217 -0.144 0.039 0.12
H -4.4479 -3.9090 4.0494 -0.024 0.098 -0.155 0.08
H -4.4150 -0.3561 0.2367 -0.976 0.325 0.486 0.08
H -3.5754 -0.8001 5.0568 0.252 -0.345 0.130 0.13
H -4.6843 1.6337 4.6201 0.083 -0.163 0.153 0.09
H -0.6405 1.0035 2.3296 -0.320 0.118 -0.046 0.11
H 1.8744 -0.3796 2.3467 -0.103 0.139 -0.562 0.06
H 3.1535 1.5014 5.3411 -0.037 0.236 -0.200 0.12
H -0.9833 -2.4087 -4.9028 0.309 -0.020 0.121 0.10
N 2.8414 -3.2655 2.5756 1.241 -3.170 0.273 0.16
N -8.8991 -2.6609 -2.5196 0.003 -1.697 -1.405 0.03
H 5.9304 1.9262 -3.0878 0.019 0.055 -0.059 0.00
H 4.1814 0.9008 -0.3830 -0.235 0.285 -0.228 0.09
N -0.5915 -3.5343 0.6143 2.040 0.418 3.427 0.16
H 2.4514 0.2262 4.5303 0.297 -0.516 -0.293 0.07
C -6.9696 -2.0642 -1.2291 1.784 0.447 0.883 -0.18
H 7.4929 3.6103 -1.8809 0.250 0.123 -0.035 0.08
H 3.5464 3.3213 4.3483 -0.176 0.427 -0.202 0.11
O -6.3464 -0.9564 -0.5379 -0.160 0.596 0.462 -0.19
H -1.1240 -2.9560 1.2481 0.542 0.052 0.497 0.06
H 0.8461 0.7633 -0.7244 0.137 -0.111 0.126 0.12
H 5.6936 1.9210 -4.6781 0.164 -0.312 -0.027 0.06
N -1.9328 -1.8545 3.0747 0.385 -0.199 -0.130 0.05
C -3.3308 -2.1407 3.2930 -0.271 -0.471 0.008 -0.44
H -6.3244 -2.2030 -2.0997 -0.566 -0.244 -0.637 0.12
```
Forces are in eV/Å.

(4)
Here is a structure of composition C15H17IrN6OS2 from the Open Molecules 2025 dataset. Energies are from ωB97M-V/def2-TZVPD.

The energy comes out at -1885.6837 hartree. The expectation value of S² is 6.02. Its charge is +2. The value obtained for the highest occupied orbital energy (alpha / beta) is -14.253 / -14.615 eV. As for the LUMO energy (alpha / beta): -5.29 / -8.53 eV. As for the multiplicity: 5. The energy relative to the best compared isomer or geometry (same formula, charge and spin) comes out at 0.433 eV.

The geometry in XYZ format:
```
42
Properties=species:S:1:pos:R:3:forces:R:3:mulliken_spin:R:1
H 3.5068 0.6097 3.6230 -0.006 -0.008 0.018 0.00
Ir -0.2388 0.2883 0.2047 0.234 -0.032 -0.246 2.86
C -3.4459 0.1298 0.5118 -0.021 -0.058 -0.040 0.00
C 3.1760 -1.6359 5.0242 -0.038 0.014 -0.085 -0.01
H 2.2588 1.3000 1.6249 -0.037 0.006 0.023 0.01
N 1.0844 -1.5381 -3.4752 0.281 0.030 -0.117 0.01
N -0.1651 2.4562 0.3846 -0.394 0.014 0.323 0.11
C 0.0771 -3.4659 -3.3416 -0.137 0.037 0.122 0.01
N 3.7519 -1.9477 5.9690 -0.111 0.063 -0.184 0.03
C -1.9246 -2.7276 -1.9738 0.172 0.006 -0.144 0.00
H -0.0134 -2.3773 1.8133 -0.036 0.032 0.016 0.00
C 2.0185 0.3565 2.0996 0.188 -0.104 0.072 0.06
C 2.4457 -1.2442 3.8399 0.109 -0.073 0.205 0.08
C 2.7301 -0.0281 3.2232 0.075 0.059 0.022 -0.02
C 0.7455 -1.7123 2.2058 0.101 -0.079 0.105 -0.03
C -0.0137 -1.3253 -2.7432 -0.061 -0.160 0.009 0.02
S 0.6386 4.8397 0.4518 0.110 0.209 -0.005 0.02
C -1.0209 3.1256 1.2475 0.203 -0.150 -0.159 0.01
H -0.2475 -4.4912 -3.4014 -0.013 0.064 0.024 0.00
C -0.7247 4.4340 1.3958 -0.031 0.095 0.033 0.01
H 1.9754 -3.2487 -4.4519 -0.026 0.055 0.026 0.00
H -1.8233 2.5905 1.7324 0.056 -0.019 -0.022 0.00
C 0.7619 3.2578 -0.0996 -0.111 -0.065 -0.074 0.01
H 1.2594 -3.0354 3.8096 0.010 -0.006 0.022 0.00
N -4.4181 -0.0402 1.4067 -0.029 0.028 0.003 0.01
H 1.5242 2.9376 -0.7971 -0.052 -0.003 0.050 0.00
H -1.8754 -2.3443 -0.9585 0.039 0.019 0.061 0.00
N -0.6432 -2.5015 -2.6556 -0.323 -0.206 0.151 0.02
N -3.7634 0.4506 -0.7502 -0.029 0.069 0.178 0.00
S -0.5475 0.2220 -2.1631 0.140 0.036 0.034 0.27
O -2.2462 -0.0530 0.8839 -0.184 0.021 -0.038 0.13
H -2.1119 -3.7960 -1.9470 0.011 -0.018 -0.006 0.00
H -3.0290 0.6290 -1.4118 0.091 -0.021 -0.075 -0.01
H -1.2292 5.1671 2.0080 0.046 -0.051 -0.060 0.00
H -5.3923 0.0562 1.1756 -0.007 -0.012 0.000 0.00
H -4.7071 0.6740 -1.0186 -0.013 -0.019 0.008 0.00
C 1.4596 -2.0894 3.3260 0.018 -0.086 0.050 -0.01
H -4.1718 -0.3285 2.3388 0.016 0.014 0.007 0.00
H 1.7465 -0.8148 -3.7120 0.012 0.011 -0.013 0.00
C 1.1665 -2.8597 -3.8574 0.018 0.144 0.018 0.01
H -2.7280 -2.2322 -2.5143 0.020 0.010 -0.037 0.00
C 1.0154 -0.4813 1.6065 -0.293 0.136 -0.274 0.37
```
Forces are in eV/Å.

Repeat the second record exactly.
Here is the ion C2H4NOS with charge -1 in a non-equilibrium geometry from the Open Molecules 2025 dataset. Energies are from ωB97M-V/def2-TZVPD.

The energy comes out at -606.6496 hartree. Its charge is -1. The value obtained for the highest occupied orbital energy (alpha / beta) is -2.051 / -1.958 eV. As for the LUMO energy (alpha / beta): 4.14 / 4.13 eV. The energy relative to the best compared isomer or geometry (same formula, charge and spin) comes out at 2.378 eV.

The geometry in XYZ format:
```
9
Properties=species:S:1:pos:R:3:forces:R:3:lowdin_charge:R:1
S 1.5011 -0.7456 -0.5498 0.728 -0.519 -0.912 0.54
C -0.1921 -0.9855 -0.1011 -2.346 -0.563 -0.650 -0.72
H -0.8514 -1.6927 -0.8182 1.466 1.588 0.981 0.07
H -1.1970 0.9124 -0.5801 -0.900 1.297 -1.800 0.00
H -1.1631 0.4297 1.0849 -1.269 0.653 2.443 -0.01
H -0.3609 -1.4451 0.8611 0.588 -0.768 0.384 0.02
N 1.3194 1.0459 0.2989 -1.109 1.682 0.027 -0.40
C -0.6908 0.4356 0.1786 3.297 -1.618 -1.014 -0.20
O 1.6348 2.0453 -0.3744 -0.455 -1.752 0.542 -0.31
```
Forces are in eV/Å.